(w)
This record from the OMol25 dataset describes the molecule C6H7ClO. The level of theory is ωB97M-V with the def2-TZVPD basis set.

```
! wB97M-V def2-TZVPD RIJCOSX def2/J DEFGRID3
* xyz 0 1
C -1.41055 -1.34930 0.02340
C -0.56132 -0.23266 0.49291
C -0.79182 0.50935 1.60578
O 0.14075 1.50031 1.75887
C 0.94293 1.36658 0.68904
Cl 2.11623 2.58441 0.52551
C 0.59934 0.31645 -0.13581
C 1.21830 0.03795 -1.43788
H -1.60757 -1.18557 -1.05904
H -0.98350 -2.35020 0.13615
H -2.31928 -1.39553 0.61726
H -1.53959 0.43028 2.34035
H 0.59989 -0.67833 -1.99856
H 2.22193 -0.40263 -1.39372
H 1.37426 0.84889 -2.16425
*
```

Gap between HOMO and LUMO (eV): 9.195
E_LUMO (eV): 0.8683
SMILES: Cc1coc(Cl)c1C
HOMO (eV): -8.327

Löwdin population analysis, charges in e, atoms 1 to 5: C -0.044; C -0.245; C -0.064; O -0.005; C -0.715

---

(x)
This record from the OMol25 dataset describes the molecule C6H7ClO. The level of theory is ωB97M-V with the def2-TZVPD basis set.

```
! wB97M-V def2-TZVPD RIJCOSX def2/J DEFGRID3
* xyz 0 1
C -1.01082 1.28616 1.20327
C -0.12515 0.76286 0.22907
C 0.74922 1.60767 -0.49332
O 1.29508 0.86400 -1.54570
C 0.98426 -0.47770 -1.38293
Cl 2.00669 -1.71789 -2.21320
C 0.17178 -0.64243 -0.30853
C -0.21344 -1.95953 0.12859
H -1.94566 0.78419 1.29604
H -0.46085 1.24360 2.22083
H -1.36355 2.42195 0.98947
H 0.68295 2.63180 -0.72040
H -0.76135 -1.80933 1.05871
H 0.64936 -2.53792 0.25471
H -0.65853 -2.45744 -0.71660
*
```

Gap between HOMO and LUMO (eV): 9.423
E_LUMO (eV): 0.7953
SMILES: Cc1coc(Cl)c1C
HOMO (eV): -8.628

Löwdin population analysis, charges in e, atoms 1 to 5: C -0.097; C -0.221; C -0.024; O -0.064; C -0.589

---

(y)
This record from the OMol25 dataset describes the molecule C6H7ClO. The level of theory is ωB97M-V with the def2-TZVPD basis set.

```
! wB97M-V def2-TZVPD RIJCOSX def2/J DEFGRID3
* xyz 0 1
C -2.75037 -0.16082 -0.66557
C -1.78412 -0.65732 -0.16857
C -0.55737 -0.99606 0.61271
C 0.73238 -0.38926 0.11705
C 1.92610 -0.96280 0.13031
Cl 3.35894 -0.06124 -0.25141
C 0.55976 0.95669 -0.40108
O 0.08886 1.73861 0.70985
H -3.68536 0.15440 -1.05503
H -0.63314 -2.04262 0.86596
H -0.70463 -0.44458 1.52369
H 2.04578 -2.03046 0.27385
H -0.14657 0.93887 -1.28492
H 1.49386 1.38454 -0.81193
H 0.05588 2.57205 0.40512
*
```

Gap between HOMO and LUMO (eV): 10.210
E_LUMO (eV): 0.7924
SMILES: C#CC/C(=C/Cl)CO
HOMO (eV): -9.417

Löwdin population analysis, charges in e, atoms 1 to 5: C 0.110; C -0.128; C -0.136; C -0.336; C -0.477

---

Short version: (y) is the least stable of them.

---

(w)
This record from the OMol25 dataset describes a structure of composition CH4N2O. The level of theory is ωB97M-V with the def2-TZVPD basis set.

```
! wB97M-V def2-TZVPD RIJCOSX def2/J DEFGRID3
* xyz 0 3
C -0.94165 -0.44577 0.07990
N 0.12749 0.01588 -0.72090
N 0.94178 0.84283 -0.06798
O -0.15880 -1.56680 -0.01094
H -1.05037 -0.05847 1.03949
H -1.89161 -0.59369 -0.52954
H 1.24995 0.70859 0.87310
H 1.72321 1.09743 -0.66313
*
```

Gap between HOMO and LUMO (alpha / beta) (eV): 7.959 / 8.253
E_LUMO (alpha / beta) (eV): 1.1000 / -1.8237
HOMO (alpha / beta) (eV): -6.859 / -10.077

Löwdin population analysis, charges in e, atoms 1 to 5: C -0.323; N -0.136; N 0.049; O -0.015; H 0.082

---

(x)
This record from the OMol25 dataset describes a cluster of 2 separate species, CH4N2O in total. The level of theory is ωB97M-V with the def2-TZVPD basis set.

```
! wB97M-V def2-TZVPD RIJCOSX def2/J DEFGRID3
* xyz 0 3
C -0.92161 0.62535 0.18691
N -0.31186 -0.35132 -0.60762
N 1.44815 -0.69150 0.16080
O -1.36547 -0.68319 0.15165
H -0.68416 1.03626 1.13590
H -1.57851 1.42227 -0.35789
H 1.67429 -1.48750 -0.37043
H 1.73918 0.12963 -0.29933
*
```

Gap between HOMO and LUMO (alpha / beta) (eV): 8.418 / 9.079
E_LUMO (alpha / beta) (eV): 1.1375 / -1.3598
HOMO (alpha / beta) (eV): -7.281 / -10.439

Löwdin population analysis, charges in e, atoms 1 to 5: C -0.243; N -0.015; N 0.090; O -0.008; H 0.092

---

Short version: (x) is the least stable of them.